10
Properties=species:S:1:pos:R:3:nbo_charge:R:1 method="wB97M-V/def2-TZVPD" e_homo_ev=-15.732 total_charge=+1 e_tot_ev=-6890.6447
Rb -0.07 -0.33 0.97 0.99
O -0.68 0.68 -1.75 -0.98
H 0.03 0.29 -2.28 0.48
H -0.81 1.55 -2.15 0.50
O -1.37 -2.45 -0.62 -0.97
H -1.37 -3.38 -0.86 0.50
H -0.90 -1.99 -1.33 0.47
O 1.42 1.62 2.59 -0.98
H 2.10 1.95 1.99 0.48
H 1.63 2.05 3.44 0.50

---

10
Properties=species:S:1:pos:R:3:nbo_charge:R:1 method="wB97M-V/def2-TZVPD" e_homo_ev=-6.369 total_charge=0 e_tot_ev=-34560.8692
Si 1.72 -0.56 -0.38 -0.09
Si -2.00 -1.10 0.01 1.03
Si 0.52 1.33 0.29 0.58
S -1.60 0.82 -0.72 -0.57
H 3.28 -0.68 -0.33 -0.11
H 1.24 -0.50 -1.72 -0.18
H -0.64 -1.66 0.20 -0.12
H -3.19 -1.72 0.64 -0.16
H 0.23 1.29 1.77 -0.18
H 0.43 2.78 0.24 -0.19

---

113
Properties=species:S:1:pos:R:3:mulliken_charge:R:1 method="wB97M-V/def2-TZVPD" e_homo_ev=-6.136 total_charge=-2 e_tot_ev=-93914.5564
S -0.37 0.16 -0.09 -0.24
O -0.08 0.82 1.18 0.13
O -0.04 1.11 -1.18 1.13
O 0.48 -1.05 -0.14 -0.07
O -1.76 -0.21 -0.16 0.25
O -2.04 -4.64 3.15 -0.67
H -1.79 -4.40 2.25 0.29
H -2.00 -3.81 3.63 0.32
O 1.33 -0.24 -5.37 -0.67
H 1.47 -1.07 -4.91 0.27
H 1.71 0.42 -4.80 0.34
O -0.36 2.79 -5.46 -0.68
H -0.33 1.88 -5.77 0.32
H -1.08 2.81 -4.84 0.35
O 1.72 2.86 1.10 -0.47
H 1.26 2.03 1.01 0.28
H 1.12 3.52 0.75 0.27
O 4.78 3.01 0.39 -0.73
H 4.95 2.24 -0.16 0.39
H 3.85 2.95 0.60 0.26
O 2.08 0.97 -2.70 0.12
H 1.31 0.77 -2.17 -0.09
H 2.24 1.90 -2.56 0.15
O -4.05 0.26 -1.40 -0.41
H -3.19 0.26 -0.98 -0.14
H -4.31 1.18 -1.45 0.32
O -2.73 2.47 0.50 -0.92
H -2.22 1.67 0.41 -0.10
H -3.46 2.23 1.07 0.36
O 1.63 -4.70 -0.92 -0.80
H 1.12 -4.18 -1.55 0.33
H 2.46 -4.24 -0.85 0.46
O -2.20 -2.25 -1.72 0.06
H -1.44 -2.34 -2.29 0.34
H -1.98 -1.53 -1.13 0.00
O 4.22 -3.27 -0.49 -0.77
H 4.29 -3.70 0.37 0.31
H 3.86 -2.41 -0.30 0.34
O 0.41 -3.49 1.12 -0.48
H 0.28 -2.57 0.92 0.23
H 0.79 -3.86 0.32 0.31
O 2.94 -0.91 0.74 -0.78
H 2.92 -0.49 1.60 0.15
H 2.03 -0.91 0.44 0.44
O 3.98 -2.25 -3.31 -0.56
H 3.85 -2.86 -4.04 0.27
H 4.05 -2.82 -2.54 0.28
O -2.80 -1.44 1.71 -0.54
H -2.23 -1.01 1.08 -0.09
H -2.54 -1.09 2.56 0.13
O -0.68 5.23 3.34 -0.63
H -0.11 5.81 2.83 0.27
H -0.07 4.66 3.81 0.36
O 1.01 -0.56 3.42 -0.15
H 0.65 -0.04 2.71 -0.30
H 0.24 -0.95 3.85 0.50
O 1.55 1.55 5.52 -0.72
H 1.53 2.27 4.90 0.35
H 1.52 0.76 4.98 0.38
O -4.45 2.62 2.65 -0.64
H -4.24 3.52 2.90 0.34
H -4.92 2.70 1.82 0.31
O -1.77 1.68 3.15 -0.73
H -2.22 2.30 2.56 0.39
H -1.04 1.35 2.62 0.07
O -1.64 0.98 -3.27 -0.95
H -0.70 1.11 -3.11 0.22
H -1.94 0.45 -2.53 0.23
O -2.21 -5.16 -1.66 -0.63
H -1.64 -5.35 -2.41 0.27
H -2.27 -4.21 -1.63 0.29
O 0.87 -4.09 3.85 -0.68
H 1.04 -5.00 4.09 0.26
H 0.64 -4.12 2.93 0.31
O -1.53 -0.92 4.50 -0.71
H -1.34 0.02 4.48 0.18
H -2.47 -0.97 4.64 0.34
O -4.78 -2.21 -2.96 -0.73
H -3.85 -2.39 -2.87 0.30
H -4.93 -1.45 -2.41 0.29
O 1.18 -2.20 -2.46 -0.77
H 0.89 -1.84 -1.62 0.05
H 1.96 -1.68 -2.69 0.19
O -0.81 3.45 -1.45 -1.04
H -0.32 2.65 -1.62 0.29
H -1.33 3.26 -0.67 0.32
O 1.85 3.70 3.64 -0.65
H 2.49 4.41 3.57 0.28
H 1.79 3.34 2.76 0.52
O 2.71 3.37 -2.04 -0.63
H 2.85 3.63 -2.95 0.32
H 3.42 3.81 -1.55 0.25
O -3.26 3.02 -2.55 -0.77
H -2.61 3.55 -2.08 0.42
H -2.75 2.28 -2.90 0.41
O -3.92 -3.74 0.53 -0.59
H -3.66 -2.82 0.63 0.24
H -4.87 -3.71 0.46 0.25
O 4.85 0.26 -0.61 -0.75
H 4.73 0.16 -1.56 0.43
H 4.11 -0.20 -0.23 0.56
O -5.80 -0.77 0.86 -0.70
H -6.34 -1.25 0.23 0.28
H -4.90 -0.98 0.60 0.24
O 2.94 -2.44 4.71 -0.70
H 2.41 -1.68 4.47 0.33
H 2.39 -3.20 4.49 0.42
O 4.44 0.34 -3.78 -0.73
H 4.39 -0.59 -4.02 0.44
H 3.58 0.54 -3.42 0.24
O 1.05 5.44 -1.63 -0.76
H 1.76 4.92 -2.01 0.40
H 0.37 4.80 -1.43 0.47

---

12
Properties=species:S:1:pos:R:3:nbo_charge:R:1 method="wB97M-V/def2-TZVPD" e_homo_ev=-8.074 total_charge=0 e_tot_ev=-23156.1376
P 1.92 -0.82 -0.25 0.43
N 1.30 0.84 -0.29 -0.70
N 0.10 1.18 0.22 -0.37
N -1.19 0.69 -0.54 -0.95
P -1.88 -0.60 0.06 1.14
H 2.02 -1.04 1.27 -0.03
H 3.20 -0.19 -0.13 -0.01
H 1.36 1.07 -1.33 0.33
H -0.05 2.09 0.54 0.37
H -2.72 -0.50 1.20 -0.07
H -1.23 -1.79 0.02 -0.07
H -2.83 -0.93 -0.76 -0.06

---

13
Properties=species:S:1:pos:R:3:nbo_charge:R:1 method="wB97M-V/def2-TZVPD" e_homo_ev=-8.736 total_charge=0 e_tot_ev=-17408.4073
H -3.02 1.11 -0.32 0.31
N -2.84 0.10 -0.61 -0.30
N -2.13 -0.74 -0.11 -0.30
H -1.52 -0.45 0.69 0.28
N 0.79 -0.88 1.11 -1.18
P 0.65 0.64 0.28 1.31
N 0.99 0.09 -1.32 -1.15
O 2.04 1.25 0.67 -0.97
H 0.49 -1.66 0.46 0.39
H 0.30 -1.00 1.92 0.37
H 0.12 -0.12 -1.74 0.39
H 1.43 0.97 -1.47 0.38
H 2.70 0.70 0.45 0.48

---

10
Properties=species:S:1:pos:R:3:nbo_charge:R:1 method="wB97M-V/def2-TZVPD" e_homo_ev=-17.444 total_charge=+1 e_tot_ev=-6249.1676
O -1.70 0.77 0.35 -0.94
H -2.04 1.66 0.16 0.51
H -2.41 0.54 0.98 0.52
O 1.83 -0.20 0.63 -0.93
H 2.31 -0.97 0.97 0.51
H 2.59 0.32 0.28 0.51
O -0.08 -0.42 -1.05 -0.82
H 0.71 -0.29 -0.41 0.55
H -0.22 -1.36 -1.24 0.54
H -0.98 -0.05 -0.66 0.55

---

11
Properties=species:S:1:pos:R:3:nbo_charge:R:1 method="wB97M-V/def2-TZVPD" e_homo_ev=-4.728 total_charge=-1 e_tot_ev=-8304.9809
O -0.47 -0.39 -0.54 -1.26
H -0.22 -1.00 -1.24 0.44
O 1.21 1.15 1.24 -0.99
H 1.41 0.46 1.89 0.45
H 0.58 0.70 0.64 0.52
O -0.83 -2.25 1.27 -1.02
H -0.76 -1.46 0.61 0.51
H -0.15 -1.91 1.88 0.43
O -0.37 1.53 -2.33 -1.03
H -0.56 0.94 -1.50 0.52
H 0.15 2.23 -1.94 0.44

---

| no. | Kohn-Sham gap (eV) |
| --- | --- |
| 1 | 12.1 |
| 2 | 4.1 |
| 3 | 9.8 |
| 4 | 9.1 |
| 5 | 9.4 |
| 6 | 13.8 |
| 7 | 8.9 |